(1)
{"formula": "C14H51HgO14", "method": "ωB97M-V/def2-TZVPD", "symbols": ["Hg", "C", "C", "O", "O", "H", "H", "H", "C", "O", "H", "H", "H", "H", "C", "O", "H", "H", "H", "H", "C", "O", "H", "H", "H", "H", "C", "O", "H", "H", "H", "H", "C", "O", "H", "H", "H", "H", "C", "O", "H", "H", "H", "H", "C", "O", "H", "H", "H", "H", "C", "O", "H", "H", "H", "H", "C", "O", "H", "H", "H", "H", "C", "O", "H", "H", "H", "H", "C", "O", "H", "H", "H", "H", "C", "O", "H", "H", "H", "H"], "positions_angstrom": [[3.03958, -1.00803, 1.51304], [-0.59137, 0.18531, -0.17796], [0.66998, -0.16277, 0.55272], [0.69581, -0.91138, 1.56006], [1.78462, 0.31006, 0.12392], [-1.14546, 0.91814, 0.40909], [-1.23205, -0.66950, -0.39397], [-0.36043, 0.61541, -1.15134], [-0.81917, 3.94673, -0.19510], [-1.06110, 4.45994, 1.10359], [-1.74280, 3.89630, -0.77396], [-0.00664, 4.49723, -0.64642], [-0.39292, 2.94381, -0.15584], [-1.89087, 4.11446, 1.45965], [-2.02320, 0.68898, 4.10547], [-2.87507, 1.57057, 4.83484], [-2.61916, -0.12568, 3.69171], [-1.62730, 1.25932, 3.26595], [-1.21592, 0.25867, 4.69641], [-3.09641, 1.17627, 5.68209], [4.43772, 1.82344, 1.62450], [3.99057, 0.80534, 2.56038], [3.90361, 2.75657, 1.79866], [5.50007, 2.00029, 1.78857], [4.24956, 1.48609, 0.60978], [4.30438, 1.05617, 3.43668], [2.25468, 3.79923, -0.78345], [1.33553, 2.84949, -1.31509], [3.30826, 3.57931, -0.97876], [1.96680, 4.76816, -1.18050], [2.15272, 3.81755, 0.30808], [1.43249, 2.00725, -0.84510], [-0.71196, -3.95172, 2.39170], [-0.63053, -2.82188, 3.25321], [0.28421, -4.28401, 2.08357], [-1.21995, -4.72861, 2.95665], [-1.27622, -3.71496, 1.48275], [-0.17861, -2.12621, 2.75877], [-4.01752, 2.56341, 1.54901], [-3.23345, 3.23495, 2.52617], [-3.95180, 3.06213, 0.58492], [-3.62807, 1.54702, 1.41718], [-5.06322, 2.43812, 1.83740], [-3.28117, 2.70924, 3.34103], [3.57022, -4.08641, 0.52254], [2.60048, -3.07129, 0.77080], [4.17562, -3.87067, -0.36866], [4.29208, -4.16130, 1.33142], [3.11278, -5.04436, 0.27661], [1.88217, -3.13439, 0.08257], [2.83912, 0.41718, -3.13091], [2.78609, -0.04482, -4.47138], [3.22299, 1.44028, -3.09378], [1.84476, 0.39613, -2.69709], [3.54867, -0.20123, -2.56434], [3.57106, 0.25354, -4.93721], [-1.20769, 3.02382, -3.56742], [-0.34195, 4.13548, -3.41343], [-0.68699, 2.08229, -3.37270], [-2.04865, 3.12149, -2.87155], [-1.59978, 3.07894, -4.58037], [0.29235, 3.96965, -2.70762], [-3.87045, -1.87414, 0.77926], [-4.11731, -1.84353, -0.61068], [-4.79744, -1.99835, 1.33984], [-3.21704, -2.70842, 1.05164], [-3.41230, -0.95398, 1.14512], [-3.36514, -2.25731, -1.04328], [1.62513, -2.81612, -2.30731], [0.77512, -3.15638, -1.20538], [1.02512, -2.47917, -3.15195], [2.35928, -2.04060, -2.07867], [2.17693, -3.71139, -2.59794], [-0.09270, -2.75411, -1.38359], [-2.13415, -4.04853, -2.16577], [-1.78401, -2.65818, -2.14391], [-1.38390, -4.64456, -2.70036], [-2.06912, -4.42294, -1.14620], [-3.07500, -4.27033, -2.66592], [-1.91456, -2.30648, -3.03243]], "mulliken_charge": [1.510, 0.086, 1.348, -1.219, -0.963, -0.051, -0.144, -0.051, -0.205, -0.602, 0.174, 0.261, 0.094, 0.368, -0.461, -0.605, 0.299, 0.114, 0.356, 0.311, -0.301, -0.423, 0.239, 0.395, 0.063, 0.275, -0.880, 0.149, 0.269, 0.460, 0.277, -0.204, -0.064, -0.552, 0.038, 0.342, -0.155, 0.459, -0.149, -0.601, 0.276, -0.197, 0.358, 0.317, -0.784, -0.340, 0.336, 0.327, 0.284, 0.425, -0.358, -0.538, 0.388, -0.020, 0.271, 0.308, -0.387, -0.594, 0.036, 0.177, 0.330, 0.377, -0.223, -0.599, 0.386, 0.069, -0.036, 0.346, -0.602, -0.564, 0.389, 0.058, 0.344, 0.203, -0.647, -0.409, 0.267, 0.266, 0.324, 0.180], "homo_ev": -11.24, "homo_lumo_gap_ha": 0.20310, "mol_weight_g_mol": 644.14, "charge": 1, "fmax_ev_per_a": 1.65, "relative_energy_kj_mol": 95.3}

***

(2)
{"formula": "C14H52FeN24O14", "method": "ωB97M-V/def2-TZVPD", "symbols": ["Fe", "O", "C", "C", "O", "H", "H", "H", "H", "C", "O", "N", "N", "H", "H", "H", "H", "C", "O", "N", "N", "H", "H", "H", "H", "C", "O", "N", "N", "H", "H", "H", "H", "C", "O", "N", "N", "H", "H", "H", "H", "C", "O", "N", "N", "H", "H", "H", "H", "C", "O", "N", "N", "H", "H", "H", "H", "C", "O", "N", "N", "H", "H", "H", "H", "C", "O", "N", "N", "H", "H", "H", "H", "C", "O", "N", "N", "H", "H", "H", "H", "C", "O", "N", "N", "H", "H", "H", "H", "C", "O", "N", "N", "H", "H", "H", "H", "C", "O", "N", "N", "H", "H", "H", "H"], "positions_angstrom": [[1.43822, -1.87799, -2.04856], [0.50714, 0.06696, -2.02126], [0.14227, 0.22228, -0.65204], [0.56769, -0.87047, 0.42959], [1.15848, -2.06208, 0.00853], [-0.94741, 0.24826, -0.65492], [0.55120, 1.16027, -0.27650], [-0.28405, -1.11704, 1.06349], [1.19462, -0.50987, 1.24508], [-2.93625, 1.75800, -3.78497], [-2.79768, 0.75962, -4.53064], [-3.98551, 2.41602, -3.70816], [-2.00632, 2.27420, -2.99038], [-4.12779, 2.95434, -2.86551], [-4.81770, 2.15509, -4.21754], [-2.07712, 3.22351, -2.65287], [-1.17600, 1.70307, -2.92351], [2.47791, 3.58700, -1.54967], [2.96276, 4.59650, -1.92163], [1.22866, 3.23019, -1.67795], [3.14710, 2.46339, -1.32737], [0.63074, 3.93142, -2.09132], [0.90453, 2.27686, -1.59923], [4.14716, 2.50797, -1.46143], [2.63167, 1.59782, -1.25519], [1.32691, 0.96641, 4.97376], [0.55195, 0.79847, 5.91276], [1.05681, 1.04052, 3.72845], [2.62815, 0.93728, 5.03224], [1.80918, 0.98589, 3.05684], [0.12090, 0.84323, 3.40406], [3.24627, 1.49707, 4.46244], [2.96917, 0.81759, 5.97537], [0.19641, 0.83528, -6.18334], [1.24268, 1.02393, -6.79480], [-0.96443, 0.54799, -6.74579], [0.11117, 0.90797, -4.89779], [-1.64411, 0.27312, -6.05111], [-1.14538, 0.49336, -7.73795], [0.92109, 0.81473, -4.30161], [-0.83336, 0.84690, -4.54532], [-2.44423, 0.66292, 3.74994], [-2.74038, 1.57409, 3.08031], [-2.81445, 0.49249, 4.93159], [-1.56274, -0.26591, 3.45419], [-3.54810, 1.04048, 5.35770], [-2.51778, -0.35758, 5.38927], [-1.53887, -1.12250, 3.98877], [-1.31332, -0.22073, 2.47652], [-3.41753, 3.07305, 0.19176], [-3.77930, 3.71342, -0.77915], [-2.19693, 2.75425, 0.44654], [-4.32375, 2.70573, 1.08597], [-1.46262, 2.86944, -0.23728], [-2.08148, 2.07327, 1.18345], [-3.92576, 2.17465, 1.84733], [-5.28644, 2.76017, 0.78534], [3.85740, -4.06912, 1.37550], [4.69890, -4.68082, 1.90660], [2.77756, -4.62503, 0.84967], [3.71270, -2.80018, 1.55321], [2.67876, -5.58147, 1.15882], [1.98078, -4.05451, 0.60525], [3.03548, -2.30889, 0.98741], [4.37616, -2.26786, 2.09778], [-3.83182, -1.41239, 0.56491], [-4.90498, -1.28273, 1.12498], [-3.47750, -0.87648, -0.49570], [-2.80462, -2.00837, 1.10913], [-2.54299, -1.05414, -0.83516], [-4.29399, -0.54539, -0.98949], [-2.05758, -2.20456, 0.45834], [-2.76599, -2.27731, 2.08189], [-0.37968, -4.92590, 1.99367], [-0.88985, -5.72227, 2.75424], [-0.40696, -5.01575, 0.70320], [0.28030, -3.85424, 2.35925], [0.04377, -4.28962, 0.16499], [-0.82004, -5.75187, 0.14860], [0.65618, -3.16697, 1.72171], [0.20015, -3.66737, 3.34858], [4.53389, -0.95350, -1.42067], [3.49396, -1.21637, -1.99314], [4.64253, -0.51387, -0.22037], [5.68624, -1.04785, -1.94838], [5.56813, -0.35332, 0.15058], [3.81944, -0.38719, 0.35110], [5.71076, -1.38653, -2.89958], [6.47724, -0.65068, -1.46188], [-1.37335, -2.76885, -2.49260], [-0.25837, -3.18444, -2.27405], [-2.47214, -3.37349, -2.14878], [-1.76575, -1.57191, -2.92965], [-2.37509, -4.19901, -1.57503], [-3.30990, -3.13258, -2.65891], [-2.71012, -1.43577, -3.26085], [-1.07135, -0.83943, -2.96707], [1.74974, 3.61992, 2.34470], [2.50076, 2.74957, 1.81659], [0.73292, 4.07783, 1.63563], [1.85219, 4.12844, 3.56301], [0.59501, 3.54865, 0.78648], [-0.00097, 4.65773, 2.01669], [1.00882, 4.52536, 3.95196], [2.66918, 3.89821, 4.11039]], "mulliken_spin": [2.065, 0.716, 0.098, 0.285, 0.706, 0.013, 0.015, -0.031, -0.023, 0.018, -0.021, -0.002, 0.004, 0.001, -0.001, 0.000, 0.024, 0.012, -0.004, 0.009, 0.006, 0.002, 0.015, -0.007, 0.025, 0.001, 0.000, 0.000, 0.000, 0.000, -0.002, 0.000, 0.000, 0.026, -0.020, 0.013, 0.038, -0.003, 0.001, 0.003, -0.013, -0.003, -0.001, 0.000, -0.002, 0.000, 0.000, 0.000, 0.000, 0.001, 0.000, 0.001, 0.000, 0.000, -0.001, 0.000, 0.000, 0.066, -0.016, -0.014, 0.034, 0.003, -0.013, -0.016, -0.011, 0.021, -0.002, -0.022, -0.019, 0.010, -0.001, 0.011, 0.002, 0.028, -0.007, 0.008, 0.019, 0.021, -0.009, 0.016, -0.003, 0.779, 0.055, -0.146, -0.026, -0.016, -0.004, -0.037, -0.013, 0.709, -0.061, -0.051, -0.237, -0.015, -0.048, 0.019, 0.019, 0.001, 0.002, 0.001, 0.000, 0.000, 0.000, 0.000, 0.000], "homo_ev": [-0.89, -5.68], "homo_lumo_gap_ha": [0.10080, 0.27603], "multiplicity": 6, "mol_weight_g_mol": 836.57, "charge": -1, "fmax_ev_per_a": 8.30}